Here is a 10-piece molecular cluster, C30H65BF4N10O4 overall in a non-equilibrium geometry from the Open Molecules 2025 dataset. Energies are from the ωB97M-V functional and the def2-TZVPD basis.

Geometry as XYZ:
```
114
Properties=species:S:1:pos:R:3:lowdin_charge:R:1
C 12.342 -0.488 6.389 -0.07
C 11.909 0.505 5.371 -0.16
N 10.565 1.188 5.514 -0.03
C 9.848 1.659 4.468 -0.02
C 8.616 1.924 4.958 -0.01
N 8.592 1.532 6.302 -0.08
C 9.827 1.117 6.620 0.01
C 7.450 1.830 7.209 0.04
H 13.255 -0.904 6.061 0.08
H 11.586 -1.306 6.431 0.10
H 12.492 -0.063 7.412 0.11
H 11.946 0.174 4.368 0.11
H 12.682 1.297 5.376 0.14
H 10.346 1.879 3.484 0.17
H 7.689 2.157 4.469 0.13
H 10.070 0.713 7.565 0.16
H 6.580 1.739 6.539 0.10
H 7.537 2.903 7.459 0.12
H 7.408 1.118 8.015 0.10
C -6.561 0.413 6.481 -0.07
C -6.661 -0.374 5.222 -0.17
N -7.989 -1.068 5.133 -0.05
C -8.983 -0.480 4.281 0.06
C -9.988 -1.395 4.317 0.02
N -9.640 -2.350 5.251 -0.09
C -8.379 -2.152 5.669 -0.03
C -10.463 -3.511 5.594 0.02
H -6.390 -0.269 7.344 0.09
H -7.416 1.001 6.750 0.08
H -5.635 1.098 6.504 0.12
H -5.898 -1.188 5.202 0.14
H -6.590 0.106 4.267 0.11
H -8.713 0.447 3.854 0.12
H -11.047 -1.345 4.073 0.15
H -7.993 -2.878 6.300 0.16
H -10.284 -3.715 6.654 0.11
H -10.295 -4.430 5.017 0.11
H -11.502 -3.199 5.632 0.11
C 2.078 6.645 0.389 -0.07
C 0.640 6.922 -0.056 -0.17
N 0.484 8.202 -0.803 -0.04
C 0.310 9.521 -0.258 0.04
C 0.237 10.296 -1.343 -0.03
N 0.213 9.545 -2.481 -0.06
C 0.431 8.309 -2.138 -0.05
C 0.232 10.077 -3.911 0.08
H 2.086 5.808 1.118 0.09
H 2.339 7.621 0.823 0.08
H 2.829 6.491 -0.432 0.10
H -0.105 7.063 0.793 0.15
H 0.330 6.166 -0.766 0.11
H 0.380 9.851 0.777 0.15
H 0.097 11.332 -1.412 0.14
H 0.405 7.439 -2.803 0.18
H 1.258 10.432 -4.073 0.11
H -0.483 10.871 -4.018 0.10
H 0.017 9.348 -4.656 0.09
C -5.677 -2.438 -9.047 0.02
C -6.514 -1.977 -7.943 -0.06
O -7.011 -1.461 -7.032 0.20
N -6.245 -2.814 -4.197 0.15
H -6.742 -2.251 -4.887 0.11
H -5.455 -2.359 -3.752 0.14
C -6.620 -3.952 -3.818 0.12
H -6.110 -2.245 -10.029 0.13
H -5.495 -3.468 -8.862 0.10
H -4.784 -1.796 -8.990 0.12
H -5.959 -4.482 -3.094 0.14
H 1.196 5.146 -8.796 -0.32
H -7.572 -4.380 -4.228 0.15
C 2.491 -10.000 2.513 0.03
C 3.175 -10.441 1.236 -0.30
O 3.027 -10.111 0.114 0.20
N 4.251 -11.688 1.400 0.10
H 3.648 -12.466 1.536 0.15
H 4.605 -11.760 0.417 0.18
C 5.523 -11.689 2.314 0.06
H 1.564 -9.527 2.349 0.08
H 3.060 -9.226 2.974 0.10
H 2.181 -10.890 3.122 0.13
H 6.140 -10.886 1.980 0.09
H 6.036 -12.618 2.292 0.10
H 5.182 -11.403 3.279 0.08
C -7.043 1.095 -4.065 0.04
C -6.287 2.144 -3.282 -0.33
O -5.363 2.809 -3.635 0.16
N -6.391 2.113 -1.702 0.08
H -6.628 1.161 -1.358 0.11
H -5.362 2.283 -1.464 0.20
C -7.381 3.040 -1.005 0.03
H -6.768 1.202 -5.064 0.07
H -8.103 1.206 -3.845 0.11
H -6.645 0.111 -3.676 0.09
H -7.435 4.007 -1.557 0.12
H -7.099 3.276 -0.042 0.07
H -8.352 2.479 -1.087 0.12
C 6.761 -0.734 -6.534 0.02
C 7.402 -1.497 -7.581 -0.33
O 7.244 -2.615 -7.924 0.21
N 8.676 -0.768 -8.375 0.09
H 9.146 -1.563 -8.768 0.16
H 8.236 -0.177 -9.143 0.21
C 9.501 0.164 -7.557 -0.02
H 5.966 -0.080 -6.921 0.13
H 7.433 -0.061 -5.975 0.10
H 6.203 -1.523 -6.040 0.12
H 10.480 0.445 -7.999 0.13
H 9.601 -0.274 -6.584 0.09
H 8.954 1.100 -7.354 0.11
B -7.734 -0.783 -0.885 -1.22
F -8.337 -2.015 -0.993 0.15
F -6.580 -0.836 -1.884 -0.05
F -8.598 0.262 -1.248 0.10
F -7.483 -0.408 0.393 0.16
```

As for the spin multiplicity: 1. Its total charge is +6. For the HOMO energy, the calculation gives -11.969 eV.

***

Here is a 5-piece molecular cluster, C30H65ClO6S overall in a non-equilibrium geometry from the Open Molecules 2025 dataset. Energies are from the ωB97M-V functional and the def2-TZVPD basis.

Geometry as XYZ:
```
103
Properties=species:S:1:pos:R:3:lowdin_charge:R:1
C -0.605 -1.168 3.928 -0.16
C -0.157 -0.954 2.487 -0.53
S 0.881 0.516 2.271 0.89
C 2.568 -0.015 2.664 -0.36
C 3.584 -0.390 1.542 -0.36
C 3.932 -1.902 1.533 -0.29
C 2.727 -2.807 1.220 -0.05
C 4.616 -2.377 2.832 -0.21
C 5.329 -3.718 2.631 -0.08
O 4.830 0.283 1.937 0.05
C 5.440 0.845 0.881 -0.48
O 6.599 1.091 0.894 0.14
C 4.450 1.085 -0.213 -0.01
C 3.239 0.204 0.140 -0.24
C 2.910 -0.788 -0.974 -0.21
C 2.456 -0.057 -2.238 -0.25
C 1.811 -0.939 -3.307 -0.56
Cl 2.492 -2.598 -3.399 0.55
H 0.255 -1.339 4.582 0.07
H -1.254 -2.046 3.999 0.07
H -1.150 -0.298 4.302 0.07
H 0.368 -1.834 2.120 0.05
H -1.013 -0.783 1.826 0.06
H 2.995 0.851 3.174 0.09
H 2.510 -0.811 3.411 0.08
H 4.679 -2.022 0.735 0.14
H 2.935 -3.502 0.404 0.09
H 2.458 -3.401 2.099 0.09
H 1.845 -2.237 0.926 0.04
H 3.866 -2.477 3.626 0.11
H 5.341 -1.636 3.165 0.11
H 6.298 -3.566 2.147 0.06
H 4.740 -4.402 2.010 0.07
H 5.511 -4.218 3.586 0.08
H 4.200 2.150 -0.193 0.14
H 4.901 0.870 -1.182 0.13
H 2.349 0.827 0.256 0.08
H 2.102 -1.459 -0.666 0.09
H 3.779 -1.416 -1.200 0.11
H 3.291 0.490 -2.688 0.11
H 1.704 0.689 -1.951 0.12
H 1.959 -0.517 -4.300 0.06
H 0.741 -1.062 -3.139 0.07
C -2.746 2.662 0.211 -0.07
C -2.704 1.292 -0.433 -0.28
O -3.235 0.251 0.374 -0.17
C -4.593 0.403 0.759 -0.28
C -5.563 0.518 -0.403 -0.08
H -2.223 2.645 1.169 0.08
H -2.266 3.395 -0.438 0.07
H -3.765 3.010 0.382 0.06
H -1.667 0.995 -0.604 0.11
H -3.198 1.312 -1.411 0.11
H -4.707 1.259 1.434 0.11
H -4.813 -0.493 1.340 0.12
H -5.394 1.423 -0.989 0.06
H -6.587 0.553 -0.028 0.08
H -5.483 -0.343 -1.068 0.08
C 8.605 -1.363 -0.066 -0.08
C 8.917 -1.173 1.407 -0.27
O 8.760 -2.353 2.185 -0.17
C 9.579 -3.450 1.827 -0.29
C 11.069 -3.177 1.932 -0.08
H 7.591 -1.748 -0.193 0.07
H 8.669 -0.400 -0.574 0.08
H 9.297 -2.050 -0.556 0.07
H 8.215 -0.459 1.834 0.10
H 9.924 -0.758 1.533 0.11
H 9.331 -3.809 0.821 0.11
H 9.299 -4.241 2.525 0.12
H 11.397 -2.414 1.224 0.07
H 11.626 -4.089 1.714 0.08
H 11.328 -2.845 2.938 0.08
C -3.684 7.817 -1.665 -0.08
C -3.642 6.436 -2.295 -0.28
O -4.181 5.410 -1.480 -0.18
C -5.543 5.551 -1.117 -0.28
C -6.501 5.589 -2.294 -0.08
H -3.173 7.815 -0.702 0.08
H -3.186 8.534 -2.320 0.08
H -4.705 8.168 -1.512 0.07
H -2.606 6.137 -2.461 0.12
H -4.133 6.451 -3.275 0.11
H -5.685 6.434 -0.482 0.11
H -5.752 4.677 -0.498 0.11
H -6.348 6.467 -2.922 0.07
H -7.528 5.622 -1.929 0.08
H -6.383 4.699 -2.914 0.08
C -10.334 -1.090 -2.680 -0.08
C -8.834 -1.151 -2.908 -0.28
O -8.081 -1.439 -1.743 -0.18
C -8.355 -2.679 -1.112 -0.28
C -8.107 -3.892 -1.991 -0.08
H -10.575 -0.361 -1.904 0.08
H -10.833 -0.791 -3.603 0.08
H -10.745 -2.056 -2.383 0.07
H -8.468 -0.176 -3.233 0.12
H -8.601 -1.864 -3.707 0.11
H -9.379 -2.696 -0.721 0.11
H -7.684 -2.701 -0.253 0.12
H -8.783 -3.926 -2.847 0.07
H -8.267 -4.802 -1.411 0.08
H -7.082 -3.895 -2.362 0.08
```

As for the spin multiplicity: 1. For the HOMO energy, the calculation gives -8.634 eV.